No. 1
This record from the Open Molecules 2025 dataset describes a structure of composition C25H25N7O3SSeV in a non-equilibrium geometry. The level of theory is ωB97M-V/def2-TZVPD.

Its total energy is -5320.24428 hartree. Its HOMO energy (spin up / spin down) is -10.13 / -10.91 eV. The net charge is +1. As for the spin multiplicity: 3. The value obtained for the frontier orbital gap (spin up / spin down) is 7.880 / 8.757 eV. As for the energy above the lowest of the compared OMol25 structures with the same formula, charge and spin: 26.5 kcal per mole.

CARTESIAN COORDINATES (ANGSTROEM)
Se (0.08, 3.06, 0.39)
V (0.25, 0.70, 0.79)
S (-4.00, -0.57, -0.08)
O (1.70, 0.10, 0.00)
O (1.75, 2.84, 2.72)
O (-0.11, -1.24, 2.56)
N (3.78, -2.29, -1.31)
N (0.60, 0.88, 2.66)
N (-2.03, 2.86, -1.68)
N (2.55, -1.85, -0.90)
N (0.26, -0.36, 4.63)
N (-2.70, 3.52, 0.27)
N (-1.53, 0.41, 0.71)
C (1.32, -2.44, -1.29)
C (-0.90, -3.15, -0.75)
C (1.27, 1.79, 4.78)
C (-6.07, 3.50, -1.28)
C (0.23, -0.28, 3.26)
C (4.70, -1.34, -1.02)
C (-1.62, 3.15, -0.44)
C (-0.10, -3.32, -3.01)
C (1.23, 1.92, 3.34)
C (0.33, -2.63, -0.35)
C (-3.84, 3.45, -0.51)
C (1.12, -2.78, -2.63)
C (-2.60, 0.00, 0.36)
C (-3.41, 3.03, -1.77)
C (-5.64, 3.07, -2.54)
C (-5.18, 3.70, -0.24)
C (4.06, -0.26, -0.45)
C (6.14, -1.54, -1.33)
C (-1.18, 2.46, -2.78)
C (2.70, -0.59, -0.38)
C (4.05, -3.69, -1.60)
C (-1.11, -3.50, -2.08)
C (0.78, 0.68, 5.36)
C (-4.30, 2.83, -2.81)
C (-0.25, -1.57, 5.26)
H (-7.12, 3.66, -1.11)
H (-0.15, 2.46, -2.43)
H (-5.51, 4.03, 0.73)
H (4.51, 0.66, -0.13)
H (-0.26, -3.58, -4.05)
H (-1.23, -1.80, 4.84)
H (0.41, -2.41, 5.07)
H (-1.68, -3.29, -0.01)
H (-1.28, 3.17, -3.60)
H (-1.45, 1.47, -3.12)
H (-6.37, 2.92, -3.32)
H (6.60, -2.23, -0.62)
H (1.90, -2.62, -3.36)
H (6.66, -0.59, -1.28)
H (1.70, 2.59, 5.35)
H (4.59, -3.78, -2.54)
H (6.27, -1.96, -2.33)
H (3.11, -4.23, -1.68)
H (0.80, 0.53, 6.43)
H (-2.63, 3.75, 1.25)
H (-0.34, -1.41, 6.33)
H (-2.06, -3.90, -2.38)
H (4.65, -4.14, -0.81)
H (0.50, -2.39, 0.69)
H (-3.98, 2.49, -3.78)

Löwdin atomic charge list, values in e, 2 entries: 0.882, 0.688

=====

No. 2
This record from the Open Molecules 2025 dataset describes a cluster of 3 separate species, C2H10O2 in total in a non-equilibrium geometry. The level of theory is ωB97M-V/def2-TZVPD.

Its total energy is -232.21591 hartree. Its HOMO energy (spin up / spin down) is -14.25 / -14.22 eV. The net charge is +1. As for the spin multiplicity: 2. The value obtained for the frontier orbital gap (spin up / spin down) is 9.938 / 1.906 eV. As for the energy above the lowest of the compared OMol25 structures with the same formula, charge and spin: 0.0 kcal per mole.

CARTESIAN COORDINATES (ANGSTROEM)
O (-3.02, 1.72, -0.98)
O (-0.67, 1.80, 1.28)
C (2.40, -1.79, 0.35)
C (1.46, -2.13, -0.75)
H (-0.38, 2.40, 1.98)
H (2.91, -0.80, 0.24)
H (1.79, -2.69, -1.63)
H (0.03, 1.13, 1.35)
H (-2.59, 1.67, -1.85)
H (3.17, -2.55, 0.43)
H (0.81, -2.87, -0.22)
H (-2.37, 2.13, -0.36)
H (0.86, -1.30, -1.11)
H (1.86, -1.55, 1.27)

Löwdin atomic charge list, values in e, 2 entries: 0.403, 0.052

=====

No. 3
This record from the Open Molecules 2025 dataset describes a cluster of 11 separate species, C41H63N3O13 in total in a non-equilibrium geometry. The level of theory is ωB97M-V/def2-TZVPD.

Its total energy is -2742.49771 hartree. As for the SMILES: c1cc[nH]c1.c1cc[nH]c1.c1cc[nH]c1.O=C1CCCO1.O=C1CCCO1.O=C1CCCO1.O=C1CCCO1.O=C1CCCO1.CC(C)=O.CC(C)=O.CC(C)=O. Its HOMO energy is -8.33 eV. As for the spin multiplicity: 1. The value obtained for the frontier orbital gap is 8.292 eV.

CARTESIAN COORDINATES (ANGSTROEM)
O (-5.89, -2.07, -5.20)
O (-2.51, 6.29, 0.10)
O (-1.16, 6.47, 1.84)
O (4.46, 1.00, -2.76)
O (0.63, -0.93, 5.30)
O (3.20, -0.80, -3.09)
O (1.55, -4.61, 2.50)
O (3.45, -5.54, 1.79)
O (-4.92, 3.40, 3.20)
O (0.52, 1.39, 1.87)
O (-3.78, -2.66, -5.57)
O (1.55, -3.65, -2.00)
O (1.36, -0.37, 0.84)
N (-4.28, -4.18, -1.70)
N (1.82, 3.25, -3.29)
N (2.34, 4.30, 4.30)
C (2.50, -1.46, -4.19)
C (1.22, 2.41, -2.37)
C (0.92, -1.37, -0.10)
C (2.54, -4.27, -1.66)
C (-3.12, -3.83, -1.05)
C (-6.07, 2.21, 1.50)
C (4.36, 4.82, 3.56)
C (3.60, 0.53, -5.00)
C (1.10, -3.35, 3.00)
C (2.52, -5.75, -1.47)
C (-2.63, -4.97, -2.92)
C (2.88, -4.58, 2.21)
C (3.69, 4.04, 2.58)
C (-2.47, -2.31, -5.11)
C (-0.99, -0.29, 0.92)
C (-0.60, -1.49, 0.08)
C (3.49, 4.97, 4.62)
C (-1.26, 4.31, 2.74)
C (-1.90, 5.75, 0.97)
C (-5.01, 2.38, 2.56)
C (-0.35, 3.65, -3.43)
C (-2.65, -1.41, -3.88)
C (2.42, -0.39, -5.29)
C (-4.10, -0.97, -3.98)
C (-4.02, 1.24, 2.73)
C (1.75, 1.15, 5.54)
C (3.82, 0.32, -3.51)
C (3.82, -3.56, -1.34)
C (-4.73, -1.93, -4.96)
C (-2.08, -4.31, -1.80)
C (-0.70, 0.99, 4.85)
C (0.34, 0.39, 1.24)
C (0.56, 0.28, 5.25)
C (-0.12, 2.66, -2.43)
C (-4.00, -4.86, -2.84)
C (0.87, 3.97, -3.96)
C (3.42, -3.19, 2.51)
C (-0.44, 5.58, 2.72)
C (2.37, -2.55, 3.39)
C (-1.93, 4.28, 1.37)
C (2.44, 3.76, 3.04)
H (-0.41, 6.05, 3.71)
H (2.22, -1.50, 3.19)
H (-1.04, -4.23, -1.55)
H (3.72, -2.79, -0.57)
H (3.38, -6.24, -1.93)
H (-1.66, 0.39, 0.41)
H (3.56, -2.69, 1.55)
H (2.78, 3.18, -3.58)
H (-6.62, 1.28, 1.58)
H (1.22, -1.08, -1.10)
H (1.52, -1.77, -3.85)
H (4.39, -3.29, 2.98)
H (-4.47, 0.54, 3.43)
H (0.50, -3.51, 3.89)
H (1.57, 4.21, 4.93)
H (3.12, -2.32, -4.45)
H (-4.64, -1.07, -3.04)
H (-6.75, 3.06, 1.52)
H (-0.97, -2.47, 0.37)
H (2.37, 0.70, 6.32)
H (4.17, -3.04, -2.23)
H (1.86, 1.77, -1.79)
H (1.47, 0.14, -5.21)
H (1.38, 2.13, 5.84)
H (-5.20, -4.00, -1.36)
H (-4.19, 0.06, -4.32)
H (-2.02, 4.31, 3.53)
H (-0.67, 3.41, 2.92)
H (-3.80, 0.84, 1.74)
H (2.55, -2.75, 4.44)
H (-2.10, -5.51, -3.69)
H (-1.01, -1.39, -0.94)
H (-4.80, -5.18, -3.49)
H (3.64, 5.40, 5.59)
H (-1.29, 4.14, -3.61)
H (2.42, -0.85, -6.28)
H (4.59, -4.27, -1.03)
H (-5.54, 2.19, 0.54)
H (-0.84, 2.17, -1.81)
H (3.42, 1.57, -5.22)
H (-0.57, 1.52, 3.92)
H (4.51, 0.17, -5.49)
H (0.49, -2.82, 2.26)
H (1.42, -2.32, 0.11)
H (-1.92, -3.23, -4.92)
H (0.60, 5.53, 2.41)
H (-2.39, -1.88, -2.93)
H (-1.38, 3.69, 0.63)
H (-0.98, 1.66, 5.67)
H (2.40, 1.29, 4.67)
H (1.60, -6.15, -1.90)
H (-1.95, -1.75, -5.89)
H (4.12, 3.75, 1.63)
H (-1.40, -0.57, 1.90)
H (-3.21, -3.24, -0.16)
H (-2.96, 3.95, 1.43)
H (1.64, 3.22, 2.56)
H (-1.55, 0.30, 4.80)
H (2.50, -5.92, -0.39)
H (-3.15, 1.68, 3.22)
H (-1.96, -0.57, -4.02)
H (5.35, 5.23, 3.52)
H (1.16, 4.74, -4.65)

Löwdin atomic charge list, values in e, 2 entries: 0.122, 0.125